*A*
C5H5NO | ωB97M-V with the def2-TZVPD basis set

For the LUMO energy, the calculation gives 0.05 eV. The HOMO-LUMO gap is 10.09 eV. As for the SMILES: C#CC(=O)[C@H]1CN1.

```
! wB97M-V def2-TZVPD RIJCOSX def2/J DEFGRID3
* xyz 0 1
C 2.9151 -0.6014 -0.1177
C 1.8596 -0.0296 0.0224
C 0.5606 0.4706 0.4935
O 0.3746 0.7167 1.6708
C -0.5760 0.5735 -0.4930
C -1.5584 -0.5386 -0.3208
N -1.8730 0.8088 0.1160
H 3.8537 -1.1117 -0.2475
H -0.4177 1.0165 -1.4812
H -1.3023 -1.3005 0.4169
H -2.1179 -0.8944 -1.1814
H -1.7183 0.8900 1.1221
*
```

---

*B*
C5H5NO | ωB97M-V with the def2-TZVPD basis set

For the LUMO energy, the calculation gives -0.61 eV. The HOMO-LUMO gap is 8.36 eV.

```
! wB97M-V def2-TZVPD RIJCOSX def2/J DEFGRID3
* xyz 0 1
O -1.4189 -1.8650 0.6014
C -0.6227 -1.0431 0.2578
C -0.4672 0.4840 0.5390
C -1.5962 1.2511 1.0154
C 0.4305 -0.9935 -0.8247
C 0.5751 0.4866 -0.6305
N 1.6512 -0.4146 -0.2833
H -1.4917 2.3105 0.7112
H 0.4698 -1.5987 -1.7211
H 0.1472 0.7871 1.4105
H 0.7751 1.2576 -1.3668
H 1.7659 -0.5744 0.7182
*
```

---

Tell me which of them is the least stable. Sure, it is *B*.